(P)
19
Properties=species:S:1:pos:R:3 method="wB97M-V/def2-TZVPD" total_charge=+1 lumo_energy_ev=-5.20 spin_multiplicity=1
C 0.587 0.737 -0.684
O -0.821 0.688 -0.324
C 0.783 1.027 -2.128
C 1.632 1.959 -2.555
H 1.040 -0.223 -0.420
H 1.039 1.490 -0.034
H -1.242 1.357 -0.885
H 0.220 0.412 -2.822
H 1.835 2.062 -3.612
H 2.112 2.622 -1.849
C -1.126 -0.943 2.776
C -0.566 -2.096 0.742
N -0.208 -1.337 1.704
H -1.704 -0.067 2.481
H -0.529 -0.653 3.638
H -1.760 -1.782 3.033
H -1.623 -2.185 0.520
H 0.196 -2.594 0.155
H 0.732 -0.961 1.674

(Q)
19
Properties=species:S:1:pos:R:3 method="wB97M-V/def2-TZVPD" smiles="C[NH2+]C(C)(C)C=O" total_charge=+1 lumo_energy_ev=-4.06 spin_multiplicity=1
C 1.428 -0.081 0.791
C -0.828 -0.541 1.618
C -0.490 1.506 0.227
C 0.569 -0.452 -1.942
C -0.094 -0.031 0.417
N -0.436 -0.713 -0.938
O 2.152 0.916 0.775
H 1.652 -0.969 1.445
H -0.999 0.083 2.446
H -0.393 -1.431 2.001
H -1.792 -0.780 1.098
H -1.371 1.845 -0.150
H 0.272 2.043 -0.274
H -0.604 1.757 1.319
H 1.552 -0.757 -1.530
H 0.432 -1.037 -2.813
H 0.739 0.625 -2.228
H -1.214 -0.297 -1.434
H -0.576 -1.686 -0.827

Result of the stability comparison: (P) is the most stable of them.